6
Properties=species:S:1:pos:R:3:forces:R:3 method="wB97M-V/def2-TZVPD" multiplicity=1 homo_energy_ev=-8.6 total_energy_ev=-58825.53420
P -1.781294 -0.549507 0.650472 0.299 -0.184 0.404
P -0.473378 1.140397 0.126117 0.333 -0.455 0.234
P -0.171286 0.396021 -1.956879 0.639 -0.249 0.078
P -0.327412 -1.110725 2.029407 -0.212 0.675 -0.911
S 1.089543 0.299923 1.319341 -0.318 -0.038 0.060
S 1.663827 -0.176110 -2.168457 -0.741 0.251 0.135

75
Properties=species:S:1:pos:R:3:forces:R:3 method="wB97M-V/def2-TZVPD" total_charge=+3 multiplicity=2 homo_energy_ev="-16.9 / -16.9" s_squared=0.7551 total_energy_ev=-83051.12254
Ti -0.283187 0.322102 -0.177963 0.623 -2.393 2.012
P 1.687241 1.104505 1.680528 1.008 1.077 0.638
P -0.343990 2.470084 -0.947790 -0.951 0.893 0.001
P 2.082986 -0.487997 -1.227508 1.324 -0.536 -1.247
H -1.183469 -3.593628 0.135577 1.033 -0.924 0.111
C -0.060269 -3.658705 0.122970 -1.209 0.963 0.400
C 0.601783 -3.380130 1.253242 0.186 1.196 -0.042
H 0.103733 -3.242129 2.225395 -0.139 -0.283 -0.722
C 1.203265 1.679977 3.349793 -0.669 0.004 0.178
C 2.702317 2.605719 1.272809 0.011 -0.121 -0.350
C 3.044748 -0.025010 2.217604 -0.028 -0.423 -0.191
C -1.860279 2.285868 -1.986838 -0.023 0.022 -0.245
C -0.841202 3.509714 0.468130 0.057 0.290 -0.140
C 0.966796 3.197615 -1.908109 0.131 0.297 -0.223
C 2.988544 -2.084811 -0.937718 -0.329 -0.089 0.332
C 3.569663 0.595996 -1.328761 -0.088 0.340 0.190
C 1.786852 -0.608118 -3.033851 -0.402 0.152 -0.164
H 0.372056 -3.800673 -0.869501 0.193 -0.016 0.539
H 1.651691 -3.039999 1.288812 -0.297 -1.073 -0.244
H 1.156709 0.835115 4.041301 -0.046 0.281 -0.168
H 0.226025 2.165277 3.314525 0.000 0.052 0.173
H 1.939298 2.400116 3.725732 -0.157 -0.202 -0.157
H 2.048907 3.454022 1.031084 0.254 -0.142 0.126
H 3.386685 2.426299 0.436149 -0.239 0.159 0.245
H 3.299274 2.863163 2.162654 -0.218 -0.113 -0.381
H 2.663559 -1.045438 2.340816 0.178 0.123 -0.042
H 3.430741 0.313505 3.191934 -0.184 0.004 -0.365
H 3.884165 -0.050732 1.511897 -0.303 -0.027 0.179
H -1.987056 3.264230 -2.492250 -0.209 -0.529 0.144
H -2.756289 2.042679 -1.368963 0.731 0.325 -0.320
H -1.749070 1.485532 -2.754861 0.100 0.707 0.444
H -0.936504 4.540217 0.099493 -0.042 -0.104 0.392
H -0.098173 3.448177 1.276289 -0.163 0.232 -0.368
H -1.800298 3.162755 0.886205 0.297 0.105 -0.402
H 0.561270 4.096754 -2.375423 0.349 0.105 -0.106
H 1.313357 2.492719 -2.668437 -0.225 0.133 -0.046
H 1.825089 3.426242 -1.272754 -0.189 0.202 -0.027
H 3.751648 -2.228149 -1.729300 -0.504 0.170 0.375
H 2.285800 -2.933296 -0.931489 0.434 0.311 -0.097
H 3.500300 -2.053944 0.038836 -0.173 -0.031 -0.385
H 4.233758 0.225374 -2.123380 -0.289 0.024 0.254
H 4.133481 0.606164 -0.391996 -0.089 0.022 -0.238
H 3.270925 1.619878 -1.575755 0.194 -0.174 -0.006
H 2.740009 -0.660014 -3.566786 -0.094 -0.052 0.116
H 1.250310 0.283974 -3.386709 0.088 -0.210 0.008
H 1.182957 -1.479039 -3.299913 0.139 0.189 0.074
C -1.546185 -1.484559 -2.780991 -0.594 -0.871 -0.308
C -2.660819 -0.900660 -3.355096 0.067 0.354 -0.289
C -3.060122 -1.326912 -4.636743 0.358 -0.898 0.936
C -2.337738 -2.380405 -5.208518 0.516 0.034 -0.628
C -1.255407 -3.034586 -4.573912 -0.733 0.278 0.500
C -0.954107 -2.659395 -3.261868 0.336 1.150 -0.591
O -1.064278 -0.969708 -1.519473 -0.151 -1.522 0.764
H -0.975420 -1.787081 -0.951989 -0.106 0.510 -0.466
H -3.213242 -0.140194 -2.804768 0.140 -0.099 -0.241
H -3.975100 -0.940132 -5.100847 0.608 -0.060 0.115
H -2.585577 -2.677138 -6.221838 -0.055 -0.085 0.109
H -0.656810 -3.825773 -5.052322 -0.695 0.373 0.179
H -0.171645 -3.144475 -2.687652 -0.022 0.019 -0.233
C -4.394280 0.704932 2.191592 -0.073 0.110 0.165
N -3.156801 0.148199 2.786580 0.071 0.272 0.270
C -3.051820 -0.004536 4.153232 0.932 -0.855 -0.250
C -1.873604 -0.521666 4.661340 -1.587 0.383 0.173
C -0.844893 -0.863405 3.758262 0.763 0.698 -0.067
N -0.938845 -0.615486 2.434750 -0.421 0.104 0.388
C -2.068259 -0.050815 1.999248 0.070 0.431 -0.747
O -2.106462 0.394972 0.767109 0.565 -0.428 0.806
N 0.362572 -1.243845 4.251647 -0.913 -0.698 -0.825
H -5.242650 0.296267 2.756692 0.235 0.154 -0.323
H -4.433583 0.403989 1.137635 -0.135 0.169 0.481
H -4.369917 1.800017 2.296582 -0.122 -0.377 -0.188
H -3.949519 0.269858 4.733943 0.716 -0.224 -0.260
H -1.743911 -0.692542 5.730373 -0.134 0.147 -0.322
H 0.349643 -1.595017 5.195024 0.311 -0.149 0.152
H 0.972620 -1.711866 3.586311 -0.019 0.142 0.447

71
Properties=species:S:1:pos:R:3:forces:R:3 method="wB97M-V/def2-TZVPD" total_charge=+2 multiplicity=3 homo_energy_ev="-13.5 / -14.1" s_squared=2.0113 total_energy_ev=-59462.82576
Pd 0.607133 1.571767 0.361615 1.638 1.197 0.165
C -3.091006 3.605835 1.132037 -1.315 1.310 -0.241
C -1.776861 3.401127 0.799291 1.078 0.578 -1.239
N -1.228656 2.228159 0.982972 -1.545 -0.826 1.741
C -1.909229 1.308733 1.746460 -1.664 1.564 -0.228
C -3.294837 1.523613 2.006065 1.981 0.477 -0.960
N -3.869466 2.642166 1.559845 -0.291 -0.658 1.275
C -1.099511 0.246816 2.301471 0.235 -1.333 0.301
C -1.592694 -0.818239 3.072108 1.158 0.129 0.085
C -0.676029 -1.813130 3.473021 0.641 -0.964 -0.745
C 0.686863 -1.714003 3.059921 -0.921 1.102 0.348
C 1.083364 -0.659164 2.264908 -2.198 0.309 0.579
N 0.184799 0.338977 1.947339 0.162 -2.668 0.378
C 2.397066 -0.464458 1.705816 0.313 0.780 0.172
C 3.502370 -1.282431 1.917004 -1.176 0.745 0.039
N 4.680134 -1.011074 1.401990 0.401 1.051 -0.415
C 4.769896 0.174666 0.791574 -0.209 -0.067 -0.298
C 3.672973 1.063382 0.657705 1.503 -0.110 -0.721
N 2.483016 0.715800 1.056351 0.746 -0.717 0.221
C -1.129564 -3.056306 4.175187 -1.427 -0.207 -0.295
C -0.338218 -4.032967 4.808223 0.368 1.570 -0.719
C -0.925963 -4.904722 5.690275 0.342 -0.348 0.529
N -2.216001 -4.956481 5.923216 -1.836 0.525 -0.437
C -3.042629 -4.217794 5.146260 1.852 0.100 -0.961
C -2.525668 -3.296281 4.188055 -0.836 -0.308 0.685
H -3.593809 4.576119 1.052267 0.440 -0.250 -0.348
H -1.107968 4.110423 0.281115 -0.853 -0.012 0.395
H -3.895477 0.842201 2.578668 -0.208 -0.312 -0.067
H -2.625914 -0.845794 3.393818 0.164 -0.010 -0.120
H 1.442619 -2.351667 3.467139 0.037 -0.670 -0.094
H 3.384588 -2.114813 2.567460 0.170 -0.869 0.153
H 5.723425 0.398797 0.334175 0.062 0.222 0.112
H 3.733784 2.036035 0.170779 0.425 -0.250 0.047
H 0.725424 -4.077795 4.630484 0.182 0.165 0.338
H -0.318131 -5.547594 6.322236 0.059 -0.071 -0.301
H -4.101696 -4.395887 5.240820 -0.119 0.037 0.090
H -3.225788 -2.805606 3.450193 0.843 -0.420 1.242
C -3.999070 1.548026 -3.131730 1.013 -0.055 -0.551
C -3.353885 0.302573 -3.178513 0.606 1.225 0.171
C -1.998021 0.196596 -2.881672 -0.496 0.225 0.141
C -1.230781 1.348449 -2.598721 -0.537 -1.999 0.225
C -1.825676 2.586773 -2.699071 -1.252 -0.259 0.224
C -3.201773 2.681849 -2.922911 -0.641 0.251 0.671
P 0.376225 1.139520 -1.846982 -0.525 0.245 -0.565
C 0.846141 -0.562670 -1.614547 0.529 -0.957 0.447
C -0.016764 -1.516253 -0.994628 0.841 0.579 -0.969
C 0.395026 -2.822028 -0.812351 0.434 -0.218 0.261
C 1.721353 -3.182364 -1.149395 -0.928 -0.704 0.613
C 2.553464 -2.254245 -1.734989 0.422 0.411 0.253
C 2.182160 -0.933801 -1.875203 -0.686 0.912 -0.836
C 1.440766 1.972381 -3.007933 0.292 -0.189 -0.162
C 1.748526 1.217250 -4.139209 1.319 -0.276 -0.267
C 2.506718 1.790473 -5.154895 -0.455 -0.103 -1.957
C 2.802954 3.170504 -5.167775 -0.035 -0.916 0.886
C 2.425702 3.909120 -4.042027 0.279 1.680 -0.602
C 1.766403 3.321508 -2.958663 -0.285 0.778 0.259
H -5.055042 1.660631 -3.368902 0.193 -0.118 0.293
H -3.848200 -0.594366 -3.427918 -0.806 -0.752 -0.205
H -1.609945 -0.817936 -2.850070 0.303 0.351 -0.048
H -1.268650 3.462547 -2.507093 0.543 0.949 0.173
H -3.715739 3.642087 -2.748034 0.487 -0.392 -0.619
H -0.995582 -1.196566 -0.716795 -0.652 -0.020 0.145
H -0.318529 -3.557262 -0.407399 0.583 0.390 -0.098
H 2.084407 -4.185235 -0.870693 -0.239 0.505 -0.587
H 3.528683 -2.484091 -2.100895 0.605 -0.537 0.181
H 2.897612 -0.189058 -2.294109 -0.642 -0.776 0.349
H 1.570117 0.137013 -4.165167 -0.265 0.527 -0.167
H 2.704393 1.179028 -6.089460 0.005 0.748 1.401
H 3.359667 3.622945 -5.997584 -0.410 -0.186 0.409
H 2.614157 5.028913 -4.086188 -0.248 -1.598 0.412
H 1.420843 3.959282 -2.116344 0.439 -0.511 -0.586

What did the first record say?
6
Properties=species:S:1:pos:R:3:forces:R:3 method="wB97M-V/def2-TZVPD" multiplicity=1 homo_energy_ev=-8.6 total_energy_ev=-58825.53420
P -1.781294 -0.549507 0.650472 0.299 -0.184 0.404
P -0.473378 1.140397 0.126117 0.333 -0.455 0.234
P -0.171286 0.396021 -1.956879 0.639 -0.249 0.078
P -0.327412 -1.110725 2.029407 -0.212 0.675 -0.911
S 1.089543 0.299923 1.319341 -0.318 -0.038 0.060
S 1.663827 -0.176110 -2.168457 -0.741 0.251 0.135